(1)
C53H38BaBrF9N5O3S3Sb | ωB97M-V/def2-TZVPD

Strongest force on any atom   0.078 Eh/bohr
Total charge   -2
LUMO energy (alpha / beta)   0.120 / 0.120 Eh
HOMO-LUMO gap (alpha / beta)   5.31 / 5.31 eV

Element x y z (Å)
Ba1 0.179 0.014 0.185
C1 3.297 -0.544 3.730
C2 1.930 -0.866 3.138
N1 1.852 -1.389 1.907
N2 2.954 -1.504 1.181
C3 2.890 -2.029 -0.082
S1 1.663 -2.517 -1.173
S2 4.383 -2.234 -0.972
C4 5.658 -1.665 0.199
C5 5.979 -0.180 0.156
C6 5.023 0.839 0.029
C7 5.424 2.177 -0.100
C8 6.776 2.532 -0.199
C9 7.726 1.513 -0.087
C10 7.327 0.183 0.119
C11 0.713 -0.688 3.966
C12 0.929 -0.638 5.353
C13 -0.015 -0.430 6.380
C14 -1.342 -0.203 6.014
C15 -1.660 -0.166 4.661
C16 -0.732 -0.535 3.607
O1 -1.192 -0.655 2.372
H1 3.983 -0.373 2.889
H2 3.716 -1.376 4.328
H3 3.228 0.384 4.330
H4 6.612 -2.195 -0.031
H5 5.358 -1.950 1.212
H6 3.948 0.588 -0.040
H7 4.641 2.949 -0.191
H8 7.071 3.595 -0.305
H9 8.794 1.739 -0.166
H10 8.080 -0.594 0.269
H11 1.964 -0.829 5.631
H12 0.306 -0.382 7.419
H13 -2.136 -0.012 6.751
H14 -2.669 0.057 4.316
Br1 2.912 -0.877 -10.147
C17 2.136 0.355 -9.039
C18 1.242 -0.009 -8.018
C19 0.526 0.937 -7.267
C20 0.678 2.310 -7.578
C21 1.583 2.690 -8.586
C22 2.328 1.747 -9.244
N3 0.242 3.407 -6.883
N4 -0.553 3.165 -5.899
C23 0.084 2.757 -4.761
C24 1.455 2.493 -4.768
C25 2.017 1.808 -3.739
C26 1.346 1.644 -2.456
O2 1.984 1.247 -1.455
C27 -0.164 2.028 -2.430
N5 -0.955 1.911 -1.365
C28 -2.288 2.191 -1.403
C29 -2.889 2.760 -2.504
C30 -2.080 2.989 -3.623
C31 -0.747 2.560 -3.612
H15 1.126 -1.078 -7.764
H16 -0.138 0.630 -6.448
H17 1.707 3.770 -8.723
H18 3.069 2.113 -9.968
H19 1.992 2.809 -5.681
H20 3.061 1.474 -3.740
H21 -2.854 1.964 -0.493
H22 -3.947 3.045 -2.453
H23 -2.409 3.480 -4.543
S3 -1.999 -1.592 -1.538
Sb1 -2.581 -2.036 0.680
C32 -3.988 -3.538 0.260
C33 -5.361 -3.408 0.509
C34 -6.187 -4.495 0.286
C35 -5.684 -5.717 -0.189
C36 -4.306 -5.842 -0.416
C37 -3.459 -4.751 -0.194
C38 -4.083 -0.572 1.184
C39 -4.627 -0.494 2.479
C40 -5.778 0.266 2.689
C41 -6.331 1.050 1.661
C42 -5.788 0.959 0.384
C43 -4.678 0.108 0.151
C44 -1.441 -3.406 1.948
C45 -0.194 -3.880 1.569
C46 0.537 -4.673 2.458
C47 -0.008 -5.032 3.696
C48 -1.256 -4.511 4.074
C49 -1.956 -3.677 3.207
H24 -5.762 -2.468 0.877
H25 -7.267 -4.391 0.436
H26 -6.350 -6.558 -0.342
H27 -3.863 -6.787 -0.761
H28 -2.386 -4.814 -0.410
H29 -4.136 -0.999 3.315
H30 -6.256 0.207 3.672
H31 -7.226 1.654 1.866
H32 -6.181 1.560 -0.444
H33 -4.270 -0.024 -0.878
H34 0.231 -3.602 0.584
H35 1.530 -5.015 2.164
H36 0.540 -5.698 4.357
H37 -1.684 -4.772 5.043
H38 -2.900 -3.226 3.550
F1 0.663 4.100 -0.214
C50 -0.081 4.401 0.877
F2 0.104 5.723 1.134
F3 -1.366 4.290 0.393
C51 0.224 3.296 1.955
O3 0.538 2.099 1.410
C52 1.496 3.655 2.771
F4 1.513 4.661 3.701
F5 1.912 2.561 3.457
F6 2.522 3.892 1.903
C53 -1.047 3.220 2.873
F7 -1.988 2.435 2.302
F8 -0.740 2.557 4.039
F9 -1.723 4.346 3.265

Atom charges from the Mulliken analysis, given in e for atoms 1 to 99: number 1, Ba, carries -0.57; number 2, C, carries -1.63; number 3, C, carries 1.07; number 4, N, carries 0.64; number 5, N, carries -0.93; number 6, C, carries 0.32; number 7, S, carries -0.38; number 8, S, carries -0.21; number 9, C, carries -0.72; number 10, C, carries 0.64; number 11, C, carries 0.42; number 12, C, carries -0.65; number 13, C, carries -0.58; number 14, C, carries -0.46; number 15, C, carries -0.66; number 16, C, carries 0.58; number 17, C, carries -1.30; number 18, C, carries -1.19; number 19, C, carries -0.57; number 20, C, carries -0.92; number 21, C, carries 0.84; number 22, O, carries 0.08; number 23, H, carries 0.22; number 24, H, carries 0.27; number 25, H, carries 0.45; number 26, H, carries 0.40; number 27, H, carries 0.29; number 28, H, carries 0.07; number 29, H, carries 0.44; number 30, H, carries 0.34; number 31, H, carries 0.31; number 32, H, carries 0.30; number 33, H, carries 0.37; number 34, H, carries 0.32; number 35, H, carries 0.33; number 36, H, carries 0.25; number 37, Br, carries -0.26; number 38, C, carries -0.14; number 39, C, carries -0.38; number 40, C, carries -0.51; number 41, C, carries 0.40; number 42, C, carries -0.38; number 43, C, carries -0.14; number 44, N, carries -1.05; number 45, N, carries -0.09; number 46, C, carries 0.03; number 47, C, carries -0.33; number 48, C, carries -1.09; number 49, C, carries 0.12; number 50, O, carries -0.25; number 51, C, carries 0.20; number 52, N, carries 0.32; number 53, C, carries -1.05; number 54, C, carries -1.05; number 55, C, carries -0.68; number 56, C, carries 1.50; number 57, H, carries 0.34; number 58, H, carries 0.39; number 59, H, carries 0.37; number 60, H, carries 0.32; number 61, H, carries 0.43; number 62, H, carries 0.51; number 63, H, carries 0.95; number 64, H, carries 0.43; number 65, H, carries 0.45; number 66, S, carries -0.50; number 67, Sb, carries 1.46; number 68, C, carries 0.88; number 69, C, carries -0.46; number 70, C, carries -0.58; number 71, C, carries -0.55; number 72, C, carries -0.57; number 73, C, carries -0.72; number 74, C, carries 1.11; number 75, C, carries -0.25; number 76, C, carries -0.87; number 77, C, carries -0.61; number 78, C, carries -0.58; number 79, C, carries -0.39; number 80, C, carries 0.76; number 81, C, carries -0.27; number 82, C, carries -0.36; number 83, C, carries -0.62; number 84, C, carries -0.52; number 85, C, carries -0.52; number 86, H, carries 0.26; number 87, H, carries 0.35; number 88, H, carries 0.36; number 89, H, carries 0.35; number 90, H, carries 0.31; number 91, H, carries 0.26; number 92, H, carries 0.37; number 93, H, carries 0.36; number 94, H, carries 0.35; number 95, H, carries 0.35; number 96, H, carries -0.01; number 97, H, carries 0.42; number 98, H, carries 0.37; number 99, H, carries 0.39

(2)
C53H38Cl5N3O4V | ωB97M-V/def2-TZVPD

2S+1   2
Strongest force on any atom   0.095 Eh/bohr
LUMO energy (alpha / beta)   -0.053 / -0.050 Eh
HOMO-LUMO gap (alpha / beta)   6.61 / 6.69 eV

Element x y z (Å)
V1 -0.533 -0.581 -0.092
Cl1 -3.868 -0.100 1.199
C1 -3.661 -0.560 -0.460
C2 -2.394 -0.613 -1.082
C3 -2.462 -0.721 -2.489
Cl2 -1.075 -0.371 -3.494
C4 -3.635 -0.981 -3.192
Cl3 -3.607 -1.190 -4.903
C5 -4.841 -1.054 -2.511
Cl4 -6.300 -1.405 -3.350
C6 -4.858 -0.789 -1.152
Cl5 -6.375 -0.726 -0.338
N1 -2.465 -9.483 4.960
C7 -2.251 -8.493 4.411
C8 -1.980 -7.251 3.717
C9 -2.950 -6.686 2.894
C10 -2.683 -5.507 2.218
C11 -1.454 -4.879 2.366
C12 -0.487 -5.442 3.198
C13 -0.744 -6.626 3.870
C14 -1.156 -3.625 1.619
C15 -1.099 -2.433 2.345
C16 -1.271 -2.298 3.730
C17 -1.213 -0.942 4.016
C18 -1.025 -0.301 2.796
N2 -0.944 -1.174 1.768
C19 -0.907 -3.717 0.268
C20 -0.795 -4.922 -0.479
C21 -0.356 -4.565 -1.729
C22 -0.211 -3.160 -1.705
N3 -0.555 -2.624 -0.535
H1 -3.912 -7.172 2.792
H2 -3.435 -5.068 1.571
H3 0.474 -4.950 3.304
H4 0.006 -7.069 4.513
H5 -1.427 -3.112 4.422
H6 -1.313 -0.461 4.979
H7 -1.047 0.754 2.624
H8 -0.985 -5.917 -0.100
H9 -0.143 -5.211 -2.571
H10 0.140 -2.542 -2.513
C23 1.973 3.727 -3.915
C24 1.986 3.734 -2.397
C25 2.747 4.898 -1.819
O1 0.645 3.753 -1.914
C26 0.231 2.450 -1.567
C27 1.514 1.586 -1.848
O2 2.552 2.544 -1.898
C28 1.979 0.304 -1.098
O3 0.894 -0.614 -1.147
C29 3.118 -0.282 -1.983
C30 4.465 0.047 -1.848
C31 5.418 -0.494 -2.704
C32 5.045 -1.377 -3.708
C33 3.707 -1.704 -3.858
C34 2.755 -1.155 -3.006
C35 2.521 0.428 0.339
C36 2.362 -0.671 1.183
C37 2.904 -0.683 2.462
C38 3.665 0.389 2.903
C39 3.858 1.474 2.059
C40 3.280 1.503 0.797
C41 -0.527 2.452 -0.201
O4 -0.621 1.043 0.165
C42 0.161 3.317 0.858
C43 0.709 2.801 2.020
C44 1.226 3.640 3.005
C45 1.234 5.011 2.824
C46 0.709 5.542 1.649
C47 0.171 4.706 0.685
C48 -2.004 2.927 -0.373
C49 -2.664 3.616 0.648
C50 -4.009 3.950 0.540
C51 -4.732 3.596 -0.589
C52 -4.100 2.886 -1.599
C53 -2.756 2.551 -1.487
H11 1.536 4.660 -4.274
H12 1.377 2.896 -4.300
H13 2.995 3.639 -4.292
H14 2.403 5.833 -2.267
H15 3.810 4.770 -2.035
H16 2.596 4.939 -0.739
H17 -0.495 2.109 -2.291
H18 1.342 1.192 -2.853
H19 4.788 0.730 -1.077
H20 6.460 -0.223 -2.578
H21 5.793 -1.802 -4.370
H22 3.396 -2.388 -4.641
H23 1.712 -1.405 -3.139
H24 1.847 -1.554 0.828
H25 2.747 -1.544 3.103
H26 4.110 0.376 3.893
H27 4.451 2.320 2.390
H28 3.418 2.370 0.169
H29 0.765 1.737 2.168
H30 1.639 3.206 3.909
H31 1.639 5.666 3.588
H32 0.700 6.615 1.492
H33 -0.273 5.136 -0.202
H34 -2.134 3.887 1.551
H35 -4.490 4.486 1.352
H36 -5.779 3.866 -0.678
H37 -4.651 2.580 -2.483
H38 -2.319 1.974 -2.289

Atom charges from the Mulliken analysis, given in e for atoms 1 to 99: number 1, V, carries -1.18; number 2, Cl, carries -0.19; number 3, C, carries 1.12; number 4, C, carries -0.63; number 5, C, carries 1.31; number 6, Cl, carries -0.21; number 7, C, carries -0.10; number 8, Cl, carries -0.20; number 9, C, carries 0.31; number 10, Cl, carries -0.18; number 11, C, carries -0.07; number 12, Cl, carries -0.20; number 13, N, carries -0.52; number 14, C, carries -0.11; number 15, C, carries 0.58; number 16, C, carries -0.86; number 17, C, carries -0.04; number 18, C, carries -0.29; number 19, C, carries 0.04; number 20, C, carries -0.92; number 21, C, carries 1.75; number 22, C, carries -0.91; number 23, C, carries -0.54; number 24, C, carries -1.95; number 25, C, carries -0.62; number 26, N, carries 1.54; number 27, C, carries -0.55; number 28, C, carries -0.83; number 29, C, carries -1.84; number 30, C, carries 0.13; number 31, N, carries 1.07; number 32, H, carries 0.45; number 33, H, carries 0.55; number 34, H, carries 0.55; number 35, H, carries 0.45; number 36, H, carries 0.63; number 37, H, carries 0.50; number 38, H, carries 0.46; number 39, H, carries 0.59; number 40, H, carries 0.48; number 41, H, carries 0.06; number 42, C, carries -1.75; number 43, C, carries 1.55; number 44, C, carries -1.63; number 45, O, carries -0.44; number 46, C, carries 0.28; number 47, C, carries -0.21; number 48, O, carries -0.29; number 49, C, carries 0.49; number 50, O, carries 0.08; number 51, C, carries 0.33; number 52, C, carries -0.40; number 53, C, carries -1.00; number 54, C, carries -0.55; number 55, C, carries -1.10; number 56, C, carries -0.32; number 57, C, carries 0.33; number 58, C, carries -0.57; number 59, C, carries -0.50; number 60, C, carries -0.88; number 61, C, carries -1.06; number 62, C, carries 0.76; number 63, C, carries 1.78; number 64, O, carries 0.88; number 65, C, carries 0.29; number 66, C, carries 0.24; number 67, C, carries -0.86; number 68, C, carries -0.87; number 69, C, carries -0.96; number 70, C, carries -0.18; number 71, C, carries 0.12; number 72, C, carries -0.35; number 73, C, carries -1.08; number 74, C, carries -0.77; number 75, C, carries -0.83; number 76, C, carries -0.31; number 77, H, carries 0.44; number 78, H, carries 0.29; number 79, H, carries 0.35; number 80, H, carries 0.43; number 81, H, carries 0.33; number 82, H, carries 0.33; number 83, H, carries -0.14; number 84, H, carries 0.27; number 85, H, carries 0.44; number 86, H, carries 0.44; number 87, H, carries 0.40; number 88, H, carries 0.44; number 89, H, carries 0.15; number 90, H, carries 0.27; number 91, H, carries 0.49; number 92, H, carries 0.40; number 93, H, carries 0.47; number 94, H, carries 0.48; number 95, H, carries 0.03; number 96, H, carries 0.50; number 97, H, carries 0.40; number 98, H, carries 0.45; number 99, H, carries 0.50